No. 1
Entry from the OMol25 dataset: a structure of composition C29H69BaN2O10 in a non-equilibrium geometry (wB97M-V/def2-TZVPD).

Geometry as XYZ:
```
111
Properties=species:S:1:pos:R:3:forces:R:3:lowdin_charge:R:1
Ba 4.70993 -0.84953 2.79153 -1.83 -0.30 -0.60 2.025
O 0.46569 -0.47947 0.26280 0.06 -0.63 0.98 0.096
C 1.27369 -1.04630 1.19357 0.60 -0.10 0.45 -0.737
O 0.94342 -2.18086 1.62837 0.07 0.06 -0.21 -0.040
O 2.29978 -0.41807 1.58278 0.64 0.12 -0.24 -0.197
H -0.31312 -1.07125 0.36002 -0.29 0.49 -0.72 0.112
C 2.58007 3.08330 2.86006 0.31 -0.63 0.16 -0.052
C 4.06482 2.76159 2.69824 -0.58 0.86 0.14 -0.265
O 4.40339 1.67920 3.59708 0.54 -0.94 -0.08 -0.319
H 2.27141 4.00977 2.38208 0.10 -0.03 -0.11 0.087
H 2.31930 3.10934 3.91916 0.08 0.28 0.02 0.082
H 2.03517 2.23198 2.44704 -0.19 0.19 -0.15 0.062
H 4.74143 3.58472 2.93080 -0.17 0.13 -0.08 0.124
H 4.26327 2.45465 1.66965 0.12 -0.24 0.10 0.107
H 4.70504 2.02391 4.44365 -0.18 0.25 -0.04 0.099
C 4.42539 -4.83687 3.74241 0.64 -0.37 1.08 -0.083
C 3.08188 -4.31222 3.29547 0.45 -0.40 -0.20 -0.272
O 3.34457 -3.13002 2.52492 0.44 0.66 -0.06 -0.320
H 4.39411 -5.89183 4.02105 -0.20 -0.04 -0.24 0.088
H 4.79854 -4.38059 4.66807 -0.23 0.34 -0.05 0.073
H 5.23758 -4.72590 3.02221 -0.33 -0.04 -0.39 0.076
H 2.42649 -4.09113 4.13909 -0.01 0.13 -0.05 0.117
H 2.59601 -5.06234 2.66997 -0.05 0.17 -0.14 0.116
H 2.55570 -2.87239 2.00130 -0.52 -0.02 0.27 0.038
C 1.08075 -2.77701 -4.30604 -0.05 -0.44 0.28 -0.078
C 1.20532 -1.49058 -3.51839 -0.16 1.07 -0.28 -0.326
O 1.89009 -1.68887 -2.28633 0.24 -0.23 0.14 -0.082
H 0.35770 -2.72639 -5.12026 0.15 0.33 -0.11 0.076
H 0.75307 -3.61727 -3.68991 -0.04 0.19 0.26 0.073
H 2.05528 -3.06591 -4.70105 -0.03 0.07 -0.13 0.073
H 0.27472 -0.94769 -3.33111 -0.49 -0.66 0.10 0.090
H 1.72370 -0.72531 -4.11066 0.42 -0.28 -0.07 0.104
H 1.43965 -1.19841 -1.59246 -0.07 0.07 -0.10 0.035
C -1.67821 -5.37993 2.77299 -0.44 -0.20 0.40 -0.076
C -0.65965 -5.44614 1.65953 0.45 0.19 0.68 -0.299
O -0.76491 -4.33686 0.79482 -0.42 -0.02 -0.91 -0.089
H -1.45682 -4.54101 3.43633 -0.01 0.01 0.00 0.068
H -1.68662 -6.29365 3.37297 0.23 0.01 0.01 0.076
H -2.70593 -5.26017 2.42630 0.11 0.11 -0.30 0.075
H -0.71772 -6.37795 1.09399 -0.19 0.20 -0.19 0.117
H 0.33670 -5.42040 2.12088 0.02 -0.22 -0.05 0.093
H -0.21979 -3.60237 1.09277 0.20 0.08 0.22 0.039
C -0.25153 0.22453 4.48752 0.53 0.35 -0.84 -0.083
C -0.32124 -1.21445 4.89389 -0.97 -1.75 -0.72 -0.296
O 0.73937 -2.06530 4.43276 1.06 0.57 0.61 -0.105
H 0.59294 0.69871 4.99204 -0.23 0.32 0.08 0.073
H -1.19122 0.76561 4.59798 0.06 -0.06 0.71 0.080
H -0.08818 0.33823 3.40892 0.30 -0.28 0.02 0.058
H -1.18780 -1.73194 4.46454 -0.47 0.68 0.29 0.095
H -0.40337 -1.33878 5.97305 0.27 0.06 0.01 0.118
H 0.72665 -2.12404 3.46505 -0.22 0.16 -0.01 0.027
C 2.16308 2.30760 -1.15682 0.50 -0.27 0.24 -0.033
C 1.19923 3.07107 -2.03491 -1.46 1.34 0.24 -0.509
C 0.80240 4.36592 -1.27667 -0.34 0.63 0.09 -0.131
C 0.18209 5.51339 -2.08932 -0.58 -0.61 -0.64 -0.182
C 1.06001 5.76075 -3.30244 -0.47 1.07 0.18 -0.154
C 1.36162 4.52177 -4.17812 0.45 1.35 0.64 -0.498
N 1.87942 3.49227 -3.25795 0.63 0.39 0.14 -0.099
O 2.39125 2.39209 -3.97640 -0.46 -0.66 -0.26 -0.023
C 0.14444 4.17660 -5.07044 0.16 -0.61 1.43 -0.007
C 2.55813 4.94000 -5.03432 0.44 -0.89 -0.50 -0.047
C -0.10307 2.30029 -2.25871 0.56 -1.45 -0.33 -0.013
H 2.56988 1.46449 -1.71746 0.07 -0.08 0.19 0.082
H 1.72959 1.94114 -0.22380 -0.45 -0.12 -0.25 0.069
H 2.97169 2.96269 -0.81756 0.18 0.04 -0.40 0.078
H 0.07908 4.11865 -0.49617 0.31 -0.26 0.23 0.118
H 1.70777 4.77916 -0.82245 0.00 -0.03 0.15 0.111
H 0.00668 6.39485 -1.46799 0.71 0.11 0.07 0.111
H -0.85020 5.36209 -2.43036 0.07 -0.80 0.03 0.108
H 1.94598 6.27953 -2.92231 0.48 -0.57 -0.27 0.120
H 0.60809 6.52551 -3.94302 -0.15 -0.16 -0.11 0.121
H 0.30766 3.23298 -5.58999 0.17 0.26 -0.44 0.088
H -0.69402 3.96606 -4.40474 -0.19 0.26 -0.19 0.054
H -0.12968 5.01960 -5.69847 0.17 -0.15 -0.29 0.089
H 2.73956 4.12046 -5.73419 0.14 0.25 -0.25 0.079
H 2.46267 5.87097 -5.59126 -0.48 -0.03 0.03 0.089
H 3.46120 5.03258 -4.42808 -0.12 0.03 0.19 0.086
H -0.80499 2.84637 -2.87970 -0.15 -0.02 0.24 0.069
H -0.55296 1.94470 -1.33000 -0.11 0.54 0.19 0.074
H 0.13071 1.34793 -2.75156 -0.02 0.18 -0.38 0.076
H 3.35071 2.45377 -3.91845 -0.06 0.19 0.08 0.105
C -4.81001 -1.93224 -1.65242 -0.68 0.26 0.44 -0.016
C -3.43124 -1.48373 -1.17453 0.16 0.19 -0.01 -0.493
C -3.07985 -0.04413 -1.59182 0.68 0.95 -0.05 -0.148
C -3.67876 1.03975 -0.72294 -1.53 -0.76 -0.14 -0.175
C -3.39026 0.76337 0.73674 -0.65 0.81 0.36 -0.137
C -3.70080 -0.65322 1.27545 0.44 0.70 -0.63 -0.508
N -3.17356 -1.62137 0.29212 0.82 0.87 -0.24 -0.075
O -3.33553 -2.95549 0.73624 -0.47 0.13 -0.28 -0.019
C -2.90021 -0.73617 2.56200 0.51 -0.71 0.10 -0.048
C -5.17143 -0.78908 1.62581 -1.32 -0.34 -0.57 -0.029
C -2.38028 -2.31868 -1.87951 0.96 -0.63 0.27 -0.043
H -5.60756 -1.43355 -1.09820 0.07 0.16 -0.13 0.064
H -5.00216 -2.99385 -1.49603 0.34 -0.06 -0.04 0.087
H -4.95492 -1.69567 -2.70689 0.12 -0.08 -0.04 0.089
H -1.98967 0.04708 -1.55927 0.12 -0.07 0.16 0.089
H -3.31736 0.17542 -2.63624 -0.25 -0.48 -0.04 0.129
H -4.75869 0.97834 -0.92658 -0.15 -0.15 0.48 0.115
H -3.52104 2.07962 -1.01202 0.86 -0.11 -0.05 0.112
H -4.01677 1.44041 1.32799 0.05 0.01 0.09 0.120
H -2.37271 1.05577 1.00786 0.23 -0.26 -0.30 0.110
H -1.83315 -0.57224 2.38633 -0.07 0.01 -0.26 0.057
H -3.22222 0.04731 3.24779 -0.19 -0.18 0.16 0.097
H -2.97260 -1.73414 2.99987 -0.28 0.16 0.21 0.085
H -5.84709 -0.70497 0.76898 0.36 -0.19 -0.27 0.068
H -5.38630 -1.76236 2.07018 0.09 0.05 0.11 0.090
H -5.59431 -0.00328 2.25593 0.66 -0.02 0.46 0.089
H -2.46748 -3.38270 -1.64996 -0.24 -0.03 -0.40 0.089
H -1.37689 -2.05156 -1.52868 -0.05 0.13 0.16 0.070
H -2.33064 -2.13797 -2.95319 -0.45 -0.19 -0.07 0.096
H -2.52108 -3.37229 0.41722 0.12 -0.31 0.52 0.053
```
Forces are in eV/Å.

Its energy above the lowest of the compared OMol25 structures with the same formula, charge and spin is 31.2 kcal per mole. Its charge is +1. The strongest force on any atom is 0.041 Eh/bohr. As for the HOMO energy: -9.663 eV. The molar mass is 743.20 g mol⁻¹.

***

No. 2
Entry from the OMol25 dataset: the molecule C3H9PSi in a non-equilibrium geometry (wB97M-V/def2-TZVPD).

Geometry as XYZ:
```
14
Properties=species:S:1:pos:R:3:forces:R:3:lowdin_charge:R:1
C 1.37487 1.01978 -1.50217 0.12 -0.25 -0.99 -0.186
C -0.21247 1.05114 -1.37065 0.43 2.27 -0.68 -0.395
C -0.79987 0.22467 -0.33252 5.47 -3.97 2.27 -0.285
P 0.57709 -1.04398 0.54811 -3.08 2.52 -1.91 0.625
Si -0.56865 -1.84520 2.29138 1.21 1.67 0.41 0.282
H 1.75815 1.19264 -2.57520 -0.94 0.12 1.55 0.082
H 1.82644 0.00159 -1.25254 -0.81 1.52 -0.10 -0.008
H 1.78672 1.81684 -0.84143 -0.06 -0.81 -0.44 0.070
H -0.67791 0.83152 -2.36021 0.14 0.14 0.54 0.108
H -0.61460 2.14357 -1.08401 1.07 -1.91 -0.90 0.149
H -1.77712 0.38495 -0.02280 -1.72 -0.04 0.63 0.008
H -1.91332 -1.86610 2.10305 -2.96 -0.19 -0.78 -0.172
H -0.47943 -0.88720 3.39394 0.31 0.52 0.25 -0.128
H -0.27990 -3.02421 3.00504 0.81 -1.59 0.15 -0.149
```
Forces are in eV/Å.

Its energy above the lowest of the compared OMol25 structures with the same formula, charge and spin is 36.4 kcal per mole. Its charge is 0. The strongest force on any atom is 0.139 Eh/bohr. As for the HOMO energy (alpha / beta): -8.444 / -8.457 eV. The molar mass is 104.16 g mol⁻¹.